# H2N3O7S2

H2N3O7S2 as an isolated structure (the ωB97M-V functional and the def2-TZVPD basis, the OMol25 dataset).

Structure (XYZ):
```
14
Properties=species:S:1:pos:R:3:forces:R:3
S -0.3184 -1.1627 1.7128 1.0 -1.6 -0.6
S 0.3345 0.8114 -0.0842 2.3 -1.0 0.3
O -1.3892 -1.5626 2.5761 0.3 0.7 -0.6
O 1.0747 -0.3836 -0.5164 -1.1 1.8 -0.4
O -0.8161 0.1445 0.8895 -0.9 -0.6 0.5
O 1.1907 1.7191 -1.9981 1.5 0.7 0.3
O 0.9903 -0.9189 2.1916 0.1 0.1 0.8
O -0.5008 2.6074 -2.9197 -1.1 1.8 -1.1
O 1.0290 1.7162 0.7625 0.1 0.4 0.2
N -0.7357 1.5781 -1.0614 -1.8 -1.6 3.1
N -0.0030 2.0581 -1.9732 1.5 -1.0 -3.4
N -0.2067 -2.3745 0.5146 -0.1 0.8 1.6
H -1.0822 -2.1319 0.1380 -1.9 -0.8 -1.3
H 0.4331 -2.1005 -0.2322 0.3 0.3 0.6
```
Forces are in eV/Å.

Energy, eV: -40502.993
Maximum force, eV/Å: 3.94
Total charge: -1
Energy above the lowest of the compared OMol25 structures with the same formula, charge and spin, kcal per mole: 9.9
Gap between HOMO and LUMO, eV: 9.87